Computed, not measured: 5 unconnected molecules or ions with the total composition C17H31NO13PS at a distorted geometry, with ωB97M-V/def2-TZVPD.

Values from the calculation:
Multiplicity: 1
E_LUMO: -0.1493 Eh
Charge: +1
HOMO level: -11.45 eV

```
64
C17H31NO13PS, DFT ωB97M-V/def2-TZVPD
O 8.77524 -0.91631 1.22877
S 7.48054 -1.07616 0.68286
O 7.29635 -1.76632 -0.55406
C 6.74777 0.54805 0.39699
N 5.37957 0.36020 -0.19481
P 4.04624 -0.09259 0.96752
O 2.96074 0.82868 0.70620
O 4.58363 -0.02592 2.42610
O 3.73107 -1.59901 0.65859
H 6.68055 -1.65262 1.61815
H 6.71930 1.16491 1.28693
H 7.42027 1.02628 -0.30806
H 5.04686 1.21024 -0.66205
H 5.46710 -0.35962 -0.92604
H 4.88140 -0.86526 2.80964
H 3.44296 -1.70391 -0.26238
O -1.58936 -0.87533 -3.32914
C -1.20657 -0.21753 -2.41086
O -0.27824 -0.68080 -1.52569
C -0.08638 0.27815 -0.46869
C -0.54368 1.60941 -1.04550
C -1.64781 1.17374 -2.00586
H -0.68753 -0.02235 0.38929
H 0.96132 0.28331 -0.18601
H -0.86663 2.31553 -0.28429
H 0.27149 2.06922 -1.61042
H -2.60909 1.10170 -1.51070
H -1.71995 1.81845 -2.87782
O -3.08449 0.82768 0.64973
C -4.27288 0.89072 0.82558
O -5.11993 1.24151 -0.14955
C -6.47086 1.33792 0.36469
C -6.46854 0.47456 1.61935
C -5.03147 0.64172 2.11454
H -6.68542 2.38210 0.57382
H -7.16630 0.98468 -0.38975
H -7.22740 0.76951 2.34091
H -6.64460 -0.56855 1.35397
H -4.91480 1.51422 2.75915
H -4.65155 -0.24298 2.61739
O 9.32358 -8.02379 -3.06601
C 8.98920 -7.07757 -2.42769
O 9.32626 -6.91412 -1.11922
C 8.69932 -5.74223 -0.58636
C 8.38617 -4.86703 -1.79485
C 8.12624 -5.91124 -2.88008
H 7.79652 -6.04700 -0.04980
H 9.38090 -5.26687 0.11599
H 7.55791 -4.18196 -1.62655
H 9.26346 -4.27477 -2.05858
H 7.08583 -6.23796 -2.89770
H 8.42528 -5.57663 -3.86849
O -9.01375 3.05511 -0.76940
C -9.18384 3.76851 0.17218
O -8.17672 4.15012 1.00859
C -8.71932 4.90985 2.10836
C -10.05215 5.44998 1.60974
C -10.49983 4.34658 0.65525
H -8.83460 4.24155 2.96437
H -8.01785 5.69829 2.36856
H -10.75545 5.65906 2.41250
H -9.89195 6.37432 1.05405
H -11.05398 3.55981 1.16895
H -11.08014 4.72073 -0.18231
```

Löwdin population analysis, charges in e, atoms 1 to 8: atom 1 (O): -0.26, atom 2 (S): 0.68, atom 3 (O): -0.31, atom 4 (C): -0.19, atom 5 (N): 0.01, atom 6 (P): 0.42, atom 7 (O): -0.18, atom 8 (O): -0.03